[1]
5
Properties=species:S:1:pos:R:3 method="wB97M-V/def2-TZVPD" lumo_ev="-1.1184 / -3.7595" multiplicity=3 homo_lumo_gap_ev="7.26 / 6.93" charge=0 e_tot_ha=-1344.84846
S 0.34852 -0.12074 -0.08923
S -1.34742 -0.51138 0.93633
S -1.20724 0.90843 -0.78024
O 1.39360 1.07121 0.61541
O 0.81255 -1.34753 -0.68227

[2]
14
Properties=species:S:1:pos:R:3 method="wB97M-V/def2-TZVPD" lumo_ev=-4.4817 homo_lumo_gap_ev=4.02 charge=0 e_tot_ha=-456.67477
O -0.87477 2.52903 1.17628
O 0.21923 -1.41572 -1.63575
O -0.32090 1.93578 -0.91588
O 1.69202 -1.49226 0.32123
C -0.65321 -2.13952 0.60198
C -0.58513 -0.59523 0.57975
C 0.59700 -1.29306 -0.25025
C -0.13914 2.47141 0.19441
H 0.88415 2.94704 0.30146
H -0.09458 -2.79467 1.35128
H -1.23064 0.02457 -0.07674
H 0.60627 -0.39784 -1.17933
H -1.23393 -2.81186 -0.01562
H 0.02694 -0.08342 1.29656

[3]
96
Properties=species:S:1:pos:R:3 method="wB97M-V/def2-TZVPD" lumo_ev=0.3048 homo_lumo_gap_ev=8.66 charge=0 e_tot_ha=-2080.44642
Si 0.91791 5.15326 -1.45731
O -1.40123 -3.01224 -2.79761
O -9.23803 -4.95783 -0.44243
O -3.49468 3.29147 0.31581
O 4.77689 6.07552 0.25795
O 1.47545 0.03977 -0.83643
O -5.19846 -6.38177 1.07300
O -0.73882 -6.15211 0.41869
O 8.51761 5.28697 2.71303
O 0.16525 1.62889 -2.17844
N -6.71935 -3.80938 1.01615
N 7.88664 6.13543 -0.08260
N 0.91160 -4.09733 -0.99110
C 6.86074 6.81598 -0.88041
C -1.94537 4.54133 -1.39095
C 0.37331 -5.46252 1.00201
C 8.46366 6.98117 0.96911
C -6.44459 -4.62623 2.20425
C -5.10022 -5.35699 2.06940
C 0.80964 -2.80462 -1.67714
C 2.31124 3.85605 -1.17334
C 8.74959 3.91023 2.44387
C -4.36828 -6.13433 -0.05449
C -8.44867 -6.13916 -0.48859
C -9.23123 -4.29276 0.82201
C -2.13214 -4.06437 -2.18155
C -0.60741 -2.23872 -1.89611
C -0.66173 4.90985 -0.38463
C 9.33958 6.15288 1.92107
C 1.89226 2.57202 -0.24431
C 5.10910 5.57792 1.54744
C 0.48180 -4.04866 0.41147
C -0.34364 -7.27577 -0.35776
C 1.17556 1.33528 -1.11245
C -8.08485 -3.27435 0.97976
C 5.55379 7.19979 -0.15874
C -2.69238 3.15238 -0.93833
H 8.44686 3.65932 1.42489
H 2.67524 3.41013 -2.21906
H -0.96028 5.95902 0.09961
H 0.33636 -4.77305 -1.48924
H 0.22602 -6.95887 -1.23411
H -1.62322 4.42351 -2.51383
H 3.22345 4.42381 -0.65650
H -8.89624 -6.81443 -1.22371
H -1.13940 -2.05510 -0.95664
H -0.49814 -3.57010 0.50333
H 0.58275 5.11854 -2.89147
H -7.44162 -5.90412 -0.83586
H -1.24526 -7.79044 -0.69807
H -4.87436 -5.85785 3.01705
H -0.49185 -1.25738 -2.37117
H 1.41599 -2.06480 -1.14102
H -3.43387 2.85031 -1.82361
H -8.25806 -2.67074 1.87868
H -9.27604 -5.01052 1.64794
H 5.45886 6.36408 2.22334
H -2.74645 5.42397 -1.37622
H -6.57316 -4.37715 0.18435
H 9.84505 6.83208 2.61612
H -7.22413 -5.38074 2.34834
H 1.31370 -6.01748 0.88593
H -6.41798 -3.98048 3.08950
H 9.07330 7.76687 0.50826
H -4.28206 -4.65414 1.86344
H -10.17046 -3.72875 0.86458
H -4.28546 2.66758 0.14345
H -3.03825 -4.23437 -2.77043
H -8.41129 -6.65682 0.47466
H 5.71703 7.89787 0.66915
H 1.47920 6.47728 -1.12112
H 7.29756 7.71131 -1.33865
H -4.70340 -5.24547 -0.59351
H 1.27492 -2.93759 -2.66017
H 1.27196 2.83234 0.71555
H 1.20775 -3.46865 0.99281
H -0.55444 4.16144 0.50907
H 0.24773 -7.97251 0.24357
H 9.80336 3.65879 2.59596
H 10.11578 5.60248 1.37302
H 7.46815 5.31351 0.34746
H 7.67721 7.45606 1.56384
H 0.16798 -5.38185 2.07497
H -4.43810 -6.99352 -0.72571
H -1.55236 -4.98809 -2.20559
H 0.47527 1.22136 -3.05423
H 4.20818 5.13115 1.97810
H 8.14845 3.31980 3.13930
H -3.32469 -6.01724 0.25208
H 6.60528 6.13697 -1.70151
H -1.96943 2.24236 -0.77008
H 4.93153 7.73667 -0.88442
H -2.42937 -3.82452 -1.15620
H -8.12584 -2.58636 0.12800
H 5.85470 4.78609 1.46338
H 2.91500 2.10130 0.15205

[4]
109
Properties=species:S:1:pos:R:3 method="wB97M-V/def2-TZVPD" lumo_ev=-9.6104 homo_lumo_gap_ev=5.86 charge=+3 e_tot_ha=-3971.39159
Ti -1.09219 0.71036 0.26262
S 0.86271 3.13817 2.14542
S -0.72298 -1.29862 -0.55303
Si 1.36982 -2.12452 -0.84248
O 1.68182 -1.89130 -2.38681
O 0.58734 0.36039 1.42790
O 2.28960 -1.16431 0.09339
O 1.30037 -3.63368 -0.35594
N 0.23879 1.98708 -1.43317
N -0.67446 2.69810 1.46800
N -3.01511 1.66118 1.19849
N -1.52197 4.84940 1.90257
N -1.63404 -0.63872 2.00669
N -2.44631 1.00032 -1.66426
C -5.37041 1.65763 1.68580
C 4.53965 -1.88925 -0.49443
C -0.79699 -0.62435 3.04693
C 2.09802 5.55267 1.77273
C -5.37044 3.02642 1.83926
C -2.18980 0.02626 -2.77911
C 3.63988 -1.44210 0.64186
C 0.45403 0.16882 2.85881
C 0.84548 3.28134 -1.00896
C 0.89821 7.63637 1.66364
C -0.70700 -4.97397 -0.59406
C -3.92739 0.95413 -1.52753
C 0.07864 -4.17072 1.65939
C 4.10289 -0.11625 1.24651
C -0.65269 2.33731 -2.57906
C 1.40378 -5.88227 0.39362
C 2.09725 6.93978 1.68028
C 2.53650 -3.90984 -3.44158
C -2.08190 2.36606 -2.13261
C -4.18175 1.02977 1.34374
C 0.49243 -4.67375 0.28364
C -2.62284 -1.55045 2.01874
C 3.53395 -2.50216 1.72392
C -0.30978 6.95288 1.73523
C -0.29653 5.57583 1.84845
C 1.36765 1.18878 -1.97608
C -4.15838 3.70032 1.72342
C -2.08128 -2.24942 4.22777
C 1.64138 -2.69835 -3.62027
C 0.19736 -3.08386 -3.87721
C 2.16931 -1.77427 -4.70058
C 0.89340 4.87628 1.87634
C -3.00981 2.98776 1.45050
C -2.89227 -2.35263 3.10370
C -1.64349 3.55696 1.59380
C -0.99696 -1.39489 4.18243
H 2.70923 -2.27234 2.40372
H -6.27156 1.07186 1.80180
H 3.69945 0.73663 0.69573
H -4.37540 0.96447 -2.52268
H 1.73674 -6.20439 -0.59252
H 1.52428 -0.90073 -4.81441
H 3.56419 -3.60081 -3.24754
H 4.45649 -2.51175 2.30657
H 1.82280 1.72476 -2.81351
H 3.17890 -1.43995 -4.46220
H 3.38266 -3.49571 1.30805
H 0.94987 -4.04076 2.30001
H -3.70657 -3.06177 3.05617
H -1.33057 -4.09068 -0.74741
H -4.28993 1.82150 -0.98547
H -0.45624 -3.21776 1.58593
H 1.36638 3.71412 -1.86597
H -0.34906 3.29083 -3.01289
H -2.74749 2.66531 -2.94765
H 2.20027 -2.29421 -5.65813
H -3.19501 -1.65781 1.10638
H -2.24016 3.06846 -1.30778
H -4.13810 4.76774 1.88857
H -2.59994 0.44402 -3.70173
H 3.03438 5.00832 1.79212
H 0.08226 3.98398 -0.68442
H 5.18697 -0.01570 1.20306
H 1.32179 -0.39381 3.20028
H -0.42772 -2.19251 -3.97689
H -6.27856 3.56685 2.07157
H 1.49659 0.31595 1.07847
H 2.11807 1.04743 -1.20316
H -1.32351 -5.73880 -0.12023
H -2.35570 5.39848 2.02815
H 2.53305 -4.50562 -4.35458
H -4.19577 -0.02940 1.16521
H 3.03533 7.47428 1.62462
H -2.70143 -0.90392 -2.54983
H -1.24728 7.49580 1.70646
H 1.02592 0.21939 -2.32784
H 0.87265 -6.71256 0.86033
H 0.89824 8.71490 1.59000
H 2.19238 -4.54269 -2.62326
H -0.52461 1.60206 -3.36704
H 5.53960 -2.09977 -0.11322
H -2.26105 -2.86640 5.09813
H 3.81788 -0.03328 2.30019
H 0.12127 -3.64736 -4.80731
H -4.23222 0.03370 -1.03488
H -1.13796 -0.19473 -2.90204
H -0.39064 -5.35997 -1.56294
H 4.16481 -2.81101 -0.94563
H 0.42509 1.13064 3.36688
H -0.58719 -4.89280 2.13447
H 4.62254 -1.12128 -1.26457
H 2.27754 -5.65423 1.00407
H -0.19820 -3.70898 -3.07430
H -0.28815 -1.34349 4.99858
H 1.56891 3.11476 -0.22191

[5]
111
Properties=species:S:1:pos:R:3 method="wB97M-V/def2-TZVPD" lumo_ev="-2.5867 / -3.8897" multiplicity=2 homo_lumo_gap_ev="7.47 / 6.17" charge=+1 e_tot_ha=-10131.20997
I -0.12703 3.31028 0.51511
Br -0.88352 6.37664 -1.01956
Br -1.74466 -2.99193 0.32004
Cu -0.86915 -0.21167 -0.98900
P 3.75744 0.20708 1.70394
P 1.12769 -0.68833 0.26927
O -1.81620 0.90787 -2.13344
O -3.78684 -0.07175 -3.55167
N -3.17312 1.18341 -0.25078
N -2.59522 0.04019 0.15464
N -0.20453 -1.29058 -2.64763
C 0.58921 -3.48136 -3.39860
C 1.58686 -2.92477 -4.43830
C 4.99558 4.11159 1.15352
C 1.02519 -0.70338 -3.15938
C 0.13787 -0.72850 2.79060
C -4.66212 3.21047 -2.18679
C 4.75019 1.72920 1.48156
C -5.62873 1.34308 -3.98652
C -2.16051 5.55825 0.09701
C 2.29199 0.66070 0.64761
C 1.29126 -3.12272 3.58020
C 1.52193 -3.48913 -5.83156
C -3.13687 -0.62617 1.10487
C 1.89455 -1.74720 -0.97775
C -0.39970 -2.53863 -2.81656
C -3.40240 -0.34056 4.10456
C -4.96659 -1.80240 5.86842
C 6.92992 2.76741 1.60212
C 0.54912 -2.37690 4.48595
C -4.44241 1.08945 -3.30418
C 2.99763 -1.64552 -3.35007
C 4.61440 -0.94105 0.56662
C -4.01908 0.29194 5.17279
C -2.94006 -2.43065 2.78407
C 6.36505 4.00807 1.33659
C 2.77341 -3.16579 -3.45846
C 1.79005 -1.39782 -4.30423
C 4.19293 2.97981 1.22638
C -3.38859 6.19103 0.25907
C -2.90040 3.78680 1.54867
C -4.11967 4.42151 1.70986
C -5.84617 3.46387 -2.85818
C -1.91852 4.35046 0.73988
C 5.84421 -2.82392 -1.08372
C -4.34629 -2.43645 4.80553
C 0.88774 -1.47067 1.87950
C -2.67094 -1.91782 1.58201
C -6.32492 2.51723 -3.75737
C -4.80958 -0.43521 6.05166
C 5.72129 -1.50308 -1.50321
C -3.95768 2.02648 -2.38661
C -3.57331 -1.71157 3.89605
C -0.01672 -1.17225 4.09414
C 6.12940 1.64004 1.67923
C 5.37743 -3.20037 0.16656
C 1.47678 -2.66415 2.28413
C 5.10719 -0.56934 -0.68475
C 1.71190 -3.06515 -1.08245
C -4.36407 5.62411 1.06061
C 4.77656 -2.25750 0.99107
C 1.81446 -3.75757 -2.40399
C 2.25005 -0.94354 -2.19624
C -2.73171 1.76327 -1.54803
H 7.99822 2.67832 1.75218
H 0.82975 0.35141 -3.34506
H 5.50052 -4.22040 0.50917
H -4.04219 -0.24538 1.57544
H -3.86970 1.35295 5.32743
H -0.31701 0.21126 2.48569
H -1.32908 -2.94349 -2.42058
H 1.50859 -4.58104 -5.81537
H 6.58512 0.67847 1.88783
H 2.38629 -3.17176 -6.41823
H -2.67781 -3.46605 2.96938
H -6.38335 4.38874 -2.69454
H -4.46719 -3.50462 4.66792
H 3.12437 3.10105 1.08942
H -0.58569 -0.58394 4.80321
H -5.28951 0.06020 6.88556
H 1.94302 -4.83010 -2.27695
H -7.24556 2.70095 -4.29679
H 1.71336 1.37115 1.24543
H 6.99074 4.88894 1.27705
H 6.33080 -3.55036 -1.72283
H 6.12286 -1.20210 -2.46398
H 3.63871 -3.77254 -3.71626
H 2.10147 -3.22748 1.60626
H 0.62230 -3.14608 -6.34854
H 5.03416 0.46493 -1.00666
H -3.56897 7.12812 -0.24909
H -2.70249 2.84739 2.04641
H 1.34106 -3.64487 -0.24535
H 0.41986 -2.73090 5.50038
H -2.25361 2.72314 -1.32753
H 4.54299 5.07455 0.95374
H 4.43320 -2.54170 1.97953
H -4.26220 3.94529 -1.49138
H -2.74897 0.22832 3.45263
H 1.74633 -4.05535 3.88861
H -5.31473 6.12696 1.17959
H 2.58409 1.17209 -0.27248
H 2.72570 0.00003 -1.93751
H -4.14531 1.30673 -0.00416
H -2.90859 0.02439 -3.13804
H 0.10396 -4.40556 -3.70740
H -4.87705 3.97786 2.34289
H 3.99958 -1.28357 -3.55947
H -5.98335 0.60679 -4.69629
H 1.86321 -0.84134 -5.23545
H -5.56997 -2.37625 6.55939

[6]
40
Properties=species:S:1:pos:R:3 method="wB97M-V/def2-TZVPD" lumo_ev="-2.5711 / -2.6897" multiplicity=3 homo_lumo_gap_ev="6.70 / 6.68" charge=0 e_tot_ha=-3618.43578
I -2.89678 -1.20714 -1.03784
I 0.11301 1.43153 -2.15040
Sb -2.16903 3.27876 0.66072
Co -0.86569 -0.10856 -0.15325
F -1.45435 3.22638 2.38750
F -2.31046 5.13913 0.64019
F -1.92123 1.29111 0.66145
F -3.89497 2.97613 1.30541
F -0.39314 3.31906 -0.03322
F -2.75260 3.08349 -1.11551
O -0.06401 -0.21976 1.46613
O 1.55680 -5.08034 0.26159
N 0.25097 -1.42945 -0.92892
N 1.68906 -2.11058 3.89572
C 1.97574 -3.22441 1.78880
C 0.32444 -0.47319 -4.51303
C 0.97869 -1.16202 3.33910
C 1.20267 -2.21537 1.16044
C 0.26563 -1.54826 -2.35821
C 0.68074 -1.18379 1.93838
C 0.27667 -0.39550 -3.13188
C 0.45091 -0.04005 4.17283
C 0.31545 -2.87303 -4.35560
C 0.26726 -2.79262 -2.97391
C 2.54545 -4.37996 1.01215
C 0.35189 -1.71826 -5.12401
C 2.16474 -3.12455 3.13942
C 1.02545 -2.21596 -0.25958
H 2.73067 -3.88223 3.66978
H 0.38181 -1.78255 -6.20310
H 3.27573 -4.03517 0.27726
H 0.30760 -3.84323 -4.83302
H 0.76829 -0.17799 5.20248
H 0.33052 0.42973 -5.10825
H 1.61504 -2.92101 -0.83515
H -0.63842 -0.00325 4.12149
H 3.07265 -5.04820 1.69738
H 0.91867 -5.45792 0.87668
H 0.80655 0.92117 3.79853
H 0.20320 -3.68998 -2.37114

[7]
95
Properties=species:S:1:pos:R:3 method="wB97M-V/def2-TZVPD" lumo_ev="2.2735 / 2.2423" multiplicity=2 homo_lumo_gap_ev="1.48 / 8.39" charge=-1 e_tot_ha=-1620.85973
O -2.38039 7.63626 1.67874
O 0.02599 -4.64284 -4.61456
O 4.58821 -3.22861 -1.00929
O 3.81639 -0.17229 2.83518
O 2.62048 -3.81917 5.43824
O -4.70689 0.39707 -3.76950
O -0.27958 -1.30145 -0.34728
N -2.25671 4.90276 -0.87577
N 0.45248 -0.06506 2.29047
N -4.69822 3.23745 -1.58173
N 2.09893 -5.48240 -2.72502
C -2.03907 7.05785 0.40230
C 3.84663 -2.87635 0.12032
C 3.38399 -2.67454 5.51948
C -2.63516 5.57914 0.34436
C -1.58275 8.69696 2.20142
C -4.85714 0.07401 -5.07668
C -5.23884 0.89909 -1.13514
C 2.45640 -1.41966 5.74381
C 5.75876 0.08995 4.13035
C 3.79361 -3.74382 -2.03852
C 2.97690 -5.01799 -1.72740
C -2.21855 4.80816 1.58919
C -4.58917 1.78554 -3.42712
C 4.94823 0.63366 3.01151
C 0.49178 -0.05742 -0.13773
C -4.30587 1.85076 -1.94000
C -1.67271 -5.24192 -2.99383
C 0.67788 2.04331 1.16702
C 0.05945 0.69675 1.08554
C -1.57279 -1.09148 -0.95036
C 3.85324 -6.22801 -1.29663
C -1.16709 -4.20088 -3.99581
H -5.41422 0.75537 -5.71972
H -3.71814 5.70020 0.32009
H 2.30080 -4.65337 -0.95407
H -2.49702 5.30615 2.51794
H 4.13133 -1.92841 0.57687
H 4.05719 -2.50755 4.67863
H -5.55505 2.22272 -3.68024
H -4.36772 3.75395 -2.38428
H 4.48605 -3.96471 -2.85084
H 0.57206 0.55420 -1.03638
H 4.44732 -6.57056 -2.14388
H -0.93929 -3.22543 -3.56603
H -1.13889 4.72103 1.71110
H -2.54542 7.64493 -0.36390
H 3.28947 -7.04866 -0.85302
H 5.56034 0.78212 2.12191
H 1.76501 2.07314 1.09387
H -1.87327 -1.99247 -1.48518
H -2.58639 -5.01067 -2.44628
H 3.93259 -3.71796 0.80763
H 3.02148 -0.58214 6.15290
H -3.92031 -0.03671 -5.62274
H -0.90674 -5.17860 -2.22094
H -1.86068 -4.07804 -4.82764
H 3.22808 -4.51585 5.69719
H -3.74799 2.16967 -4.00416
H -1.84187 -6.27060 -3.31212
H 4.49220 -5.86215 -0.49290
H 1.45057 -0.08573 2.44372
H 0.16787 -1.02926 2.19351
H -3.06700 4.30432 -0.94929
H -2.58470 3.78378 1.65765
H 5.28849 0.23399 5.10308
H -2.13392 9.05159 3.07237
H 4.54481 1.60076 3.31161
H -0.96543 6.90035 0.29938
H 1.62792 -6.35510 -2.53354
H 0.26725 2.62443 0.34133
H -5.67056 3.50863 -1.61526
H 0.39565 2.63500 2.03786
H 3.27281 0.29253 2.19483
H 1.65026 -1.67175 6.43279
H -2.32746 -0.58984 -0.34461
H 2.01474 -1.06653 4.81197
H -5.11053 1.03547 -0.06134
H 6.08665 -0.94760 4.06649
H 1.50357 -0.39483 0.08702
H -1.44302 -0.36269 -1.75044
H -0.71286 8.19817 2.62873
H -1.01735 0.86145 1.04709
H -6.28668 1.07401 -1.37913
H -5.33328 -0.90499 -5.13104
H 3.94558 -2.76043 6.44972
H 0.27987 -4.13771 -5.39044
H -4.92840 -0.11753 -1.37639
H 2.75800 -2.88441 0.06606
H -3.26703 1.67965 -1.65783
H -2.33891 5.51601 -1.67405
H 1.49033 -4.81044 -3.17017
H -1.39465 9.52341 1.51607
H 3.13465 -3.03402 -2.53857
H 6.68339 0.66490 4.18144